1.
{"formula": "AgClH10O5", "method": "ωB97M-V/def2-TZVPD", "total_charge": 1, "lumo_energy_ev": [-6.40, -10.35], "gap_ev": [7.6, 3.6], "relative_energy_kcal_mol": 188.9, "multiplicity": 2, "total_energy_ha": -988.78353, "elements": ["Ag", "Cl", "O", "H", "H", "O", "H", "H", "O", "H", "H", "O", "H", "H", "O", "H", "H"], "positions_angstrom": [[-1.3339, 1.2559, -1.4629], [0.1356, 0.2103, -0.7455], [1.9541, -0.3815, -2.3938], [1.9955, 0.5023, -2.7590], [1.1499, -0.3893, -1.8747], [0.6631, 2.1126, 1.2192], [1.0942, 1.4804, 0.6442], [0.1948, 1.5755, 1.8583], [1.1118, -1.4255, 1.1672], [0.6856, -1.2507, 0.3281], [0.4128, -1.3350, 1.8148], [-1.1597, 0.8679, 1.5819], [-0.8152, 0.5102, 0.7636], [-1.8653, 1.4544, 1.3092], [-1.6745, -1.4712, -0.3614], [-0.9552, -1.3240, -0.9757], [-1.5936, -2.3922, -0.1135]], "atomic_forces_ev_per_a": [[-7.25, 5.40, -3.70], [7.20, -2.79, 1.69], [1.71, -0.11, -0.49], [0.40, 0.55, -0.63], [-0.72, -1.09, -0.59], [2.02, 1.80, -0.72], [0.75, 0.40, 0.61], [0.28, 0.35, 0.42], [0.42, -0.15, 0.12], [0.30, -0.96, 0.65], [-0.23, -0.13, 0.47], [-2.70, -1.67, 1.02], [-0.45, -0.34, 0.90], [-0.41, 0.36, 0.43], [-0.64, 0.03, -0.08], [-0.45, -1.07, -0.49], [-0.22, -0.57, 0.40]]}

2.
{"formula": "AgF3H6O3", "method": "ωB97M-V/def2-TZVPD", "total_charge": 0, "lumo_energy_ev": [-0.18, -3.88], "gap_ev": [11.0, 5.6], "multiplicity": 3, "total_energy_ha": -675.65205, "elements": ["Ag", "F", "F", "F", "O", "H", "H", "O", "H", "H", "O", "H", "H"], "positions_angstrom": [[-0.0075, -0.3238, -0.3607], [0.7033, -1.8699, -2.0374], [2.2916, 0.1656, -0.6412], [-2.2982, -0.8144, 0.0992], [0.5161, -1.8115, 1.1388], [0.1124, -2.6737, 1.0400], [1.3246, -1.9790, 1.6231], [-0.9203, 1.3448, -1.6169], [-0.4410, 2.1723, -1.6583], [-1.6243, 1.4429, -2.2580], [-0.0626, 1.2129, 1.3012], [0.0313, 1.0878, 2.2455], [0.3744, 2.0460, 1.1248]], "atomic_forces_ev_per_a": [[0.08, -0.88, -1.15], [-0.30, 0.69, 0.72], [-1.76, -0.24, 0.24], [1.83, 0.29, -0.34], [-0.26, -0.32, 0.43], [-0.43, -0.23, -0.22], [0.56, 0.34, -0.17], [0.25, 0.16, 0.12], [0.38, 0.14, 0.00], [-0.37, -0.46, -0.09], [-0.16, 0.57, 0.35], [-0.08, -0.28, 0.26], [0.26, 0.22, -0.14]]}

3.
{"formula": "AgH12O6", "method": "ωB97M-V/def2-TZVPD", "total_charge": 1, "lumo_energy_ev": -3.51, "gap_ev": 9.3, "relative_energy_kcal_mol": 13.1, "total_energy_ha": -605.35731, "elements": ["Ag", "O", "H", "H", "O", "H", "H", "O", "H", "H", "O", "H", "H", "O", "H", "H", "O", "H", "H"], "positions_angstrom": [[-0.0899, -0.0579, -0.0158], [-1.0503, 2.2794, 0.9544], [-1.2864, 2.2878, 1.8939], [-1.8892, 2.4855, 0.5482], [-1.2640, -1.8905, 0.7264], [-1.6284, -1.5206, 1.5169], [-2.1138, -2.0094, 0.3035], [1.4494, 1.5665, -0.2634], [1.3303, 1.8726, -1.1589], [1.0975, 2.2081, 0.3099], [1.9373, -1.2624, 1.4794], [2.5313, -1.4652, 2.2104], [1.3050, -1.9359, 1.5556], [1.3994, -1.3537, -1.2896], [1.3579, -2.2203, -0.8397], [1.3796, -1.5247, -2.2312], [-1.5341, 0.6157, -1.5835], [-1.7507, 1.5160, -1.6374], [-1.1806, 0.4091, -2.4791]], "atomic_forces_ev_per_a": [[0.40, -0.21, 0.85], [-0.07, -0.09, 0.65], [0.32, 0.04, -0.04], [-0.39, 0.24, -0.36], [-0.36, -0.32, -0.07], [0.25, 0.37, 1.61], [-0.21, -0.52, -1.14], [1.23, -1.26, -0.80], [0.12, 0.41, -0.33], [-0.70, 1.65, 1.06], [1.19, 1.15, 0.10], [0.26, 0.28, -0.01], [-1.57, -1.62, 0.16], [0.08, -0.73, 0.21], [0.29, 0.53, -0.51], [0.06, -0.27, -0.28], [0.23, -1.77, -1.80], [-0.61, 2.06, -0.10], [-0.49, 0.06, 0.81]]}

4.
{"formula": "AgN5O15", "method": "ωB97M-V/def2-TZVPD", "total_charge": -3, "lumo_energy_ev": [7.94, 4.17], "gap_ev": [8.1, 4.3], "multiplicity": 2, "total_energy_ha": -1548.60647, "elements": ["Ag", "N", "O", "O", "O", "N", "O", "O", "O", "N", "O", "O", "O", "N", "O", "O", "O", "N", "O", "O", "O"], "positions_angstrom": [[-0.0683, 0.0781, -0.1845], [1.3631, 1.3805, 2.5904], [1.0960, 0.7151, 1.5938], [1.6767, 0.6775, 3.5942], [1.2129, 2.5405, 2.7781], [-0.2508, -0.5878, -3.6282], [-1.3705, -0.3872, -3.9573], [0.1904, -0.3154, -2.4479], [0.5431, -1.0041, -4.5060], [1.2212, -2.7773, 0.0804], [1.3651, -2.2042, -1.0152], [0.7626, -2.1000, 0.9376], [1.4483, -3.9948, 0.2549], [-2.2332, -1.5907, 1.6391], [-1.9203, -1.0465, 2.6096], [-2.5433, -2.8468, 1.7061], [-2.0778, -1.0137, 0.5953], [-0.0366, 3.5945, -0.6904], [-0.9340, 4.1147, -1.3749], [0.4891, 4.3829, 0.0226], [0.0662, 2.3848, -0.5976]], "atomic_forces_ev_per_a": [[0.20, -0.13, -0.14], [-0.61, -2.32, 4.61], [-0.03, -1.09, -2.64], [0.93, -0.33, -0.37], [-0.33, 3.20, -1.47], [2.82, -0.05, -0.23], [-3.58, 0.61, 0.27], [-0.16, -0.21, -0.77], [0.73, -0.03, 1.01], [0.18, -1.41, -2.59], [1.00, -0.60, -1.42], [-1.73, 2.10, 4.39], [0.55, -0.07, -0.21], [0.27, -5.74, -0.25], [0.92, 3.14, 6.09], [-0.70, 1.46, -1.01], [-0.37, 1.33, -5.05], [-4.14, 1.52, -0.22], [-1.42, -0.76, -2.73], [4.36, 1.59, 3.10], [1.11, -2.22, -0.38]]}

- What is the formula in the first record?
  AgClH10O5